Computed, not measured: 6 unconnected molecules or ions with the total composition C6H7Cl17, with the ωB97M-V functional and the def2-TZVPD basis.

SMILES string ... ClC(Cl)Cl.ClC(Cl)Cl.ClC(Cl)Cl.ClC(Cl)Cl.ClC(Cl)Cl.ClCCl
Multiplicity ... 1
HOMO energy ... -10.98 eV

Each atom is followed by the atoms it is bonded to, with distances in Å.
Element x y z (Å)
1 C 20.170 -1.813 11.802  Cl2 1.759, Cl3 1.777, Cl4 1.764, H5 1.076
2 Cl 18.743 -1.951 10.782  C1 1.759
3 Cl 21.576 -2.553 11.004  C1 1.777
4 Cl 19.897 -2.543 13.384  C1 1.764
5 H 20.403 -0.772 11.943  C1 1.076
6 C 17.660 -6.415 15.788  Cl7 1.762, Cl8 1.769, Cl9 1.761, H10 1.078
7 Cl 18.957 -6.080 14.644  C6 1.762
8 Cl 18.336 -7.046 17.296  C6 1.769
9 Cl 16.482 -7.514 15.078  C6 1.761
10 H 17.163 -5.490 16.031  C6 1.078
11 C 19.451 -2.844 20.879  Cl12 1.758, Cl13 1.766, Cl14 1.767, H15 1.077
12 Cl 21.192 -2.617 20.961  C11 1.758
13 Cl 18.616 -1.290 20.958  C11 1.766
14 Cl 18.903 -3.911 22.176  C11 1.767
15 H 19.210 -3.321 19.944  C11 1.077
16 C 22.254 -5.794 16.615  Cl17 1.736, Cl18 1.774, Cl19 1.761, H20 1.078
17 Cl 23.837 -6.180 17.214  C16 1.736
18 Cl 22.357 -5.054 15.006  C16 1.774
19 Cl 21.406 -4.712 17.716  C16 1.761
20 H 21.644 -6.675 16.503  C16 1.078
21 C 15.347 -2.439 14.684  Cl22 1.770, Cl23 1.757, Cl24 1.756, H25 1.077
22 Cl 14.473 -3.538 15.762  C21 1.770
23 Cl 14.246 -1.596 13.605  C21 1.757
24 Cl 16.566 -3.305 13.763  C21 1.756
25 H 15.830 -1.700 15.300  C21 1.077
26 C 19.083 -2.401 16.578  Cl27 1.789, Cl28 1.766, H29 1.080, H30 1.071
27 Cl 17.635 -3.005 17.437  C26 1.789
28 Cl 20.144 -1.522 17.683  C26 1.766
29 H 19.631 -3.273 16.255  C26 1.080
30 H 18.749 -1.739 15.805  C26 1.071

Atomic partial charges in e from the Mulliken method, atoms 1 to 6: -0.064 -0.114 -0.131 -0.003 0.295 0.540